Entry 1:
17
Properties=species:S:1:pos:R:3:forces:R:3:mulliken_charge:R:1 method="wB97M-V/def2-TZVPD" smiles=C[C@H]1C[C@]2(CO2)C1 lumo_ev=1.055 gap_ha=0.4005 energy_ev=-8429.664 homo_energy_ev=-9.843
C 1.10626 -0.20316 -2.01218 0.05 -0.01 0.00 -1.525
C 0.23329 -0.53428 -0.81374 0.01 -0.06 -0.11 0.527
C 0.85490 -0.55384 0.61296 0.00 -0.06 0.14 -0.778
C -0.38000 0.22088 1.09038 -0.11 -0.04 -0.19 0.831
C -1.43898 0.16787 2.10194 -0.40 -0.17 0.03 -0.507
O -0.41711 1.16124 2.14092 0.00 0.26 0.00 -0.533
C -0.73996 0.57214 -0.34632 -0.11 0.15 -0.09 -0.935
H 1.63348 0.74663 -1.85870 -0.06 -0.15 0.01 0.349
H 1.85315 -0.98031 -2.20662 -0.09 0.08 0.04 0.359
H 0.48968 -0.09590 -2.91355 0.11 -0.03 0.14 0.356
H -0.30983 -1.47007 -0.99067 0.05 0.14 0.02 0.271
H 1.12665 -1.51767 1.05281 -0.16 0.15 0.00 0.312
H 1.72847 0.11238 0.65518 -0.20 -0.10 0.06 0.239
H -2.39998 0.53148 1.73166 0.06 0.05 0.13 0.206
H -1.56776 -0.47680 2.96710 0.62 -0.17 -0.12 0.265
H -0.40231 1.57840 -0.61503 0.03 -0.11 -0.03 0.242
H -1.79726 0.45762 -0.60526 0.18 0.07 -0.05 0.321



Entry 2:
61
Properties=species:S:1:pos:R:3:forces:R:3:mulliken_charge:R:1 method="wB97M-V/def2-TZVPD" lumo_ev=-3.930 gap_ha=0.2585 total_charge=+1 energy_ev=-336429.462 homo_energy_ev=-10.964
Zr 0.01739 -1.63118 0.23442 0.91 -0.26 0.89 0.851
Br 4.72550 -1.83515 4.74975 0.01 0.00 -0.01 -0.051
C 3.77290 -2.21161 3.17393 -0.01 -0.01 0.00 0.011
C 4.45542 -2.45345 1.97179 0.01 -0.06 0.04 -0.024
Br 6.33455 -2.51980 1.94394 -0.01 -0.05 -0.01 0.004
C 3.74637 -2.63004 0.79057 0.04 -0.01 0.10 -0.117
Br 4.57043 -2.94799 -0.86263 -0.03 0.00 -0.01 -0.006
C 2.35545 -2.60024 0.81599 0.05 -0.08 -0.29 1.006
O 1.61122 -2.67267 -0.32711 -0.24 0.07 0.20 -0.989
C 1.66953 -2.47284 2.03295 -0.12 -0.06 0.11 0.846
O 0.30474 -2.51980 1.99193 0.03 0.13 -0.31 -1.082
C 2.38372 -2.22718 3.20266 -0.03 0.01 0.01 -0.418
Br 1.38375 -1.89876 4.75888 0.03 0.00 -0.04 -0.081
C 1.74768 2.93017 3.30127 0.00 -0.01 -0.01 -1.057
O 1.74883 2.72556 1.88881 0.12 0.11 0.06 -0.427
C 2.72876 1.97226 1.35741 0.07 -0.06 0.01 1.286
C 3.76913 1.39553 2.08023 -0.04 0.04 -0.01 -0.773
C 4.75277 0.67320 1.42604 0.01 0.06 0.04 -0.710
C 4.72283 0.50342 0.04820 -0.03 0.07 -0.03 -1.117
C 3.68017 1.05241 -0.67433 0.03 -0.03 0.05 -0.464
C 2.68116 1.76462 -0.02382 -0.05 0.02 -0.11 -0.058
N 1.65252 2.33199 -0.83845 0.11 0.03 0.01 0.086
C 0.37957 2.55031 -0.65791 -0.12 0.01 0.10 -0.631
C -0.48718 2.16381 0.40753 0.14 -0.01 -0.09 0.865
C -1.59905 2.98339 0.66590 -0.03 -0.04 0.06 -0.837
C -2.39298 2.75397 1.76672 0.02 0.05 -0.06 -0.901
C -2.09019 1.68816 2.61457 0.01 -0.06 0.08 -0.734
C -1.03117 0.83556 2.35729 -0.07 0.02 -0.07 -0.543
C -0.24223 1.04327 1.22776 -0.10 0.17 0.01 0.955
O 0.69754 0.15993 0.87188 -0.36 -0.25 -0.24 0.279
H 0.90020 3.57794 3.50263 -0.01 0.00 0.00 0.260
H 2.66852 3.41709 3.62357 -0.01 0.01 0.01 0.402
H 1.61915 1.98151 3.82673 0.02 -0.01 0.00 0.406
H 3.81533 1.51383 3.15298 0.01 -0.01 0.00 0.483
H 5.55606 0.23766 2.00622 0.00 0.05 -0.02 0.719
H 5.49337 -0.06227 -0.45500 0.01 0.01 0.01 0.577
H 3.62183 0.90935 -1.74741 0.00 0.01 0.00 0.394
H 2.01322 2.68480 -1.71641 -0.01 -0.03 -0.02 0.379
H -0.06539 3.15476 -1.44202 0.01 0.01 0.00 0.511
H -1.80424 3.82142 0.01049 0.01 0.00 -0.01 0.442
H -3.23610 3.39663 1.97504 0.00 -0.01 0.01 0.457
H -2.70571 1.50759 3.48665 -0.01 0.01 -0.01 0.503
H -0.81087 -0.00452 3.00568 0.00 -0.02 0.00 0.451
C -6.49213 -1.26832 -5.27090 0.00 0.00 -0.02 -1.402
C -5.32953 -1.32492 -4.32426 0.00 0.01 0.01 0.899
C -5.21004 -2.36083 -3.39812 0.00 0.01 -0.01 -0.996
C -4.12700 -2.43085 -2.54266 -0.02 -0.03 0.01 -0.578
C -3.15676 -1.43901 -2.62158 -0.05 0.06 -0.01 -0.014
C -3.24601 -0.38980 -3.52881 -0.01 0.00 0.00 -0.223
C -4.33735 -0.34453 -4.37501 0.00 0.00 0.01 -0.847
S -1.81056 -1.52625 -1.55046 -0.36 -0.06 -0.41 2.434
O -1.23854 -2.87867 -1.47400 0.15 0.08 0.06 -0.635
O -0.73908 -0.57554 -1.89459 -0.12 0.08 -0.14 -0.725
O -2.16653 -1.20802 -0.12307 0.00 0.02 0.02 -0.761
H -7.27633 -1.96724 -4.98747 0.01 0.00 0.01 0.367
H -6.16508 -1.52043 -6.28139 -0.01 0.00 0.00 0.321
H -6.91734 -0.26533 -5.30605 0.00 0.00 0.00 0.368
H -5.97544 -3.12436 -3.35035 0.01 0.00 0.00 0.338
H -4.03391 -3.24273 -1.83331 0.02 0.01 0.00 0.460
H -2.46995 0.36166 -3.57169 0.00 -0.01 0.00 0.454
H -4.42294 0.46251 -5.09162 0.00 0.00 0.00 0.391



Entry 3:
36
Properties=species:S:1:pos:R:3:forces:R:3:mulliken_charge:R:1 method="wB97M-V/def2-TZVPD" smiles=CCOc1ccc(CNCc2cccnc2)cc1 lumo_ev=0.826 gap_ha=0.3390 energy_ev=-20874.432 homo_energy_ev=-8.399
C -6.57203 -1.35397 0.47728 0.41 0.20 -0.03 -1.427
C -5.40889 -0.38214 0.60099 -0.35 0.09 0.17 -0.256
O -4.30464 -0.94606 -0.07678 0.14 -0.12 -0.11 -0.391
C -3.13569 -0.25216 -0.12663 0.18 0.05 -0.04 0.755
C -2.91455 0.98865 0.45827 -0.40 -0.13 0.06 -0.232
C -1.67526 1.59791 0.33860 0.21 -0.07 -0.13 -0.995
C -0.64319 0.99877 -0.36289 0.03 0.19 0.12 0.334
C -0.87084 -0.24482 -0.94513 -0.12 0.02 0.03 -0.378
C -2.09453 -0.86432 -0.82866 -0.19 -0.01 0.05 -0.490
H -2.27858 -1.82830 -1.27627 -0.02 -0.12 -0.06 0.413
H -0.06941 -0.72120 -1.48791 0.08 -0.09 -0.06 0.347
C 0.70029 1.65942 -0.50338 0.01 0.10 -0.06 -0.908
N 1.76545 0.70801 -0.23895 0.01 -0.06 0.17 -0.120
H 1.63269 0.29820 0.68217 0.00 0.02 -0.07 0.270
C 3.08955 1.29092 -0.32980 0.03 0.17 -0.07 -0.782
C 4.15158 0.26053 -0.07392 0.06 -0.12 0.03 0.481
C 3.97951 -1.06129 -0.46986 0.12 0.06 0.05 -0.231
C 4.98876 -1.97595 -0.22332 0.00 0.09 0.01 -0.451
C 6.13980 -1.53181 0.41021 -0.04 -0.28 -0.09 -0.240
N 6.31616 -0.27858 0.79126 0.47 0.11 0.23 -0.618
C 5.34742 0.58772 0.55646 -0.33 0.11 -0.12 -0.402
H 5.53828 1.60074 0.89019 -0.10 0.13 0.01 0.344
H 6.95903 -2.20503 0.62643 0.01 -0.13 -0.02 0.357
H 4.88563 -3.00954 -0.51646 0.01 -0.09 -0.01 0.374
H 3.06165 -1.35254 -0.95778 -0.08 -0.04 -0.03 0.439
H 3.20646 1.67467 -1.35227 -0.02 0.06 0.12 0.307
H 3.23226 2.14611 0.35720 0.01 -0.10 -0.15 0.351
H 0.82985 2.01002 -1.53564 0.02 0.07 0.10 0.368
H 0.75164 2.54563 0.15527 -0.04 -0.08 -0.14 0.328
H -1.52054 2.56233 0.80216 0.04 0.08 0.05 0.298
H -3.69265 1.49121 1.01129 -0.09 0.00 0.04 0.369
H -5.16078 -0.22097 1.65976 0.02 0.04 -0.14 0.357
H -5.67405 0.58541 0.15165 0.09 -0.08 0.08 0.361
H -7.44336 -0.95616 0.98967 -0.10 0.02 0.05 0.419
H -6.30356 -2.31046 0.91717 -0.02 -0.10 0.06 0.326
H -6.81341 -1.51097 -0.57037 -0.07 -0.02 -0.09 0.325



Please write out number 3 again, unchanged.
36
Properties=species:S:1:pos:R:3:forces:R:3:mulliken_charge:R:1 method="wB97M-V/def2-TZVPD" smiles=CCOc1ccc(CNCc2cccnc2)cc1 lumo_ev=0.826 gap_ha=0.3390 energy_ev=-20874.432 homo_energy_ev=-8.399
C -6.57203 -1.35397 0.47728 0.41 0.20 -0.03 -1.427
C -5.40889 -0.38214 0.60099 -0.35 0.09 0.17 -0.256
O -4.30464 -0.94606 -0.07678 0.14 -0.12 -0.11 -0.391
C -3.13569 -0.25216 -0.12663 0.18 0.05 -0.04 0.755
C -2.91455 0.98865 0.45827 -0.40 -0.13 0.06 -0.232
C -1.67526 1.59791 0.33860 0.21 -0.07 -0.13 -0.995
C -0.64319 0.99877 -0.36289 0.03 0.19 0.12 0.334
C -0.87084 -0.24482 -0.94513 -0.12 0.02 0.03 -0.378
C -2.09453 -0.86432 -0.82866 -0.19 -0.01 0.05 -0.490
H -2.27858 -1.82830 -1.27627 -0.02 -0.12 -0.06 0.413
H -0.06941 -0.72120 -1.48791 0.08 -0.09 -0.06 0.347
C 0.70029 1.65942 -0.50338 0.01 0.10 -0.06 -0.908
N 1.76545 0.70801 -0.23895 0.01 -0.06 0.17 -0.120
H 1.63269 0.29820 0.68217 0.00 0.02 -0.07 0.270
C 3.08955 1.29092 -0.32980 0.03 0.17 -0.07 -0.782
C 4.15158 0.26053 -0.07392 0.06 -0.12 0.03 0.481
C 3.97951 -1.06129 -0.46986 0.12 0.06 0.05 -0.231
C 4.98876 -1.97595 -0.22332 0.00 0.09 0.01 -0.451
C 6.13980 -1.53181 0.41021 -0.04 -0.28 -0.09 -0.240
N 6.31616 -0.27858 0.79126 0.47 0.11 0.23 -0.618
C 5.34742 0.58772 0.55646 -0.33 0.11 -0.12 -0.402
H 5.53828 1.60074 0.89019 -0.10 0.13 0.01 0.344
H 6.95903 -2.20503 0.62643 0.01 -0.13 -0.02 0.357
H 4.88563 -3.00954 -0.51646 0.01 -0.09 -0.01 0.374
H 3.06165 -1.35254 -0.95778 -0.08 -0.04 -0.03 0.439
H 3.20646 1.67467 -1.35227 -0.02 0.06 0.12 0.307
H 3.23226 2.14611 0.35720 0.01 -0.10 -0.15 0.351
H 0.82985 2.01002 -1.53564 0.02 0.07 0.10 0.368
H 0.75164 2.54563 0.15527 -0.04 -0.08 -0.14 0.328
H -1.52054 2.56233 0.80216 0.04 0.08 0.05 0.298
H -3.69265 1.49121 1.01129 -0.09 0.00 0.04 0.369
H -5.16078 -0.22097 1.65976 0.02 0.04 -0.14 0.357
H -5.67405 0.58541 0.15165 0.09 -0.08 0.08 0.361
H -7.44336 -0.95616 0.98967 -0.10 0.02 0.05 0.419
H -6.30356 -2.31046 0.91717 -0.02 -0.10 0.06 0.326
H -6.81341 -1.51097 -0.57037 -0.07 -0.02 -0.09 0.325